No. 1
CH2Br2O2 | the ωB97M-V functional and the def2-TZVPD basis

Geometry as ORCA input:
```
! RIJCOSX wB97M-V def2-TZVPD def2/J DEFGRID3
* xyz 0 1
C -0.211 0.142 -0.079
O -0.510 -0.855 -0.864
O 1.112 0.317 0.018
Br -1.116 1.671 -0.447
Br -0.754 -0.860 2.218
H 0.170 -1.628 -0.967
H 1.310 1.213 0.121
*
```

For the energy relative to the best compared isomer or geometry (same formula, charge and spin), the calculation gives 34.4 kcal per mole. The total energy is -145247.883 eV. The lowest unoccupied orbital energy comes out at -0.0350 hartree. For the highest occupied orbital energy, the calculation gives -9.272 eV.

***

No. 2
CH2Br2O3 | the ωB97M-V functional and the def2-TZVPD basis

Geometry as ORCA input:
```
! RIJCOSX wB97M-V def2-TZVPD def2/J DEFGRID3
* xyz 0 1
O 0.300 0.860 -1.005
C 0.842 0.327 -0.164
O 1.233 -0.943 -0.186
O 1.146 0.928 0.963
H 1.021 -1.257 -1.091
H 1.424 0.257 1.566
Br -3.157 0.948 0.397
Br -2.809 -1.121 -0.479
*
```

For the energy relative to the best compared isomer or geometry (same formula, charge and spin), the calculation gives 6.1 kcal per mole. The total energy is -147296.915 eV. The lowest unoccupied orbital energy comes out at -0.0505 hartree. For the highest occupied orbital energy, the calculation gives -10.200 eV.

***

No. 3
CH2Br2S | the ωB97M-V functional and the def2-TZVPD basis

Geometry as ORCA input:
```
! RIJCOSX wB97M-V def2-TZVPD def2/J DEFGRID3
* xyz 0 1
C -0.846 1.115 1.050
S -1.214 -0.366 0.402
Br 0.098 2.308 -0.092
Br -3.463 -0.968 -0.075
H -0.935 1.554 1.991
H -0.689 -0.189 -0.988
*
```

For the energy relative to the best compared isomer or geometry (same formula, charge and spin), the calculation gives 45.9 kcal per mole. The total energy is -151987.003 eV. The lowest unoccupied orbital energy comes out at -0.0347 hartree. For the highest occupied orbital energy, the calculation gives -8.325 eV.

***

No. 4
CH2BrCl2P | the ωB97M-V functional and the def2-TZVPD basis

Geometry as ORCA input:
```
! RIJCOSX wB97M-V def2-TZVPD def2/J DEFGRID3
* xyz 0 1
C 0.265 -0.111 0.156
P 1.922 -0.597 -0.098
Cl 2.375 -2.005 1.318
Cl 2.762 -1.229 -1.745
Br 3.527 0.990 0.576
H 0.098 0.353 1.163
H -0.270 0.417 -0.568
*
```

For the energy relative to the best compared isomer or geometry (same formula, charge and spin), the calculation gives 30.5 kcal per mole. The total energy is -105445.325 eV. The lowest unoccupied orbital energy comes out at -0.0199 hartree. For the highest occupied orbital energy, the calculation gives -8.589 eV.

***

No. 5
CH2BrClO | the ωB97M-V functional and the def2-TZVPD basis

Geometry as ORCA input:
```
! RIJCOSX wB97M-V def2-TZVPD def2/J DEFGRID3
* xyz 0 1
O 0.941 0.703 0.206
C -0.233 0.134 0.161
Cl -0.148 -1.963 0.737
Br -1.155 0.143 -1.498
H 1.472 0.574 -0.596
H -0.878 0.408 0.990
*
```

For the energy relative to the best compared isomer or geometry (same formula, charge and spin), the calculation gives 6.7 kcal per mole. The total energy is -85681.001 eV. The lowest unoccupied orbital energy comes out at -0.0031 hartree. For the highest occupied orbital energy, the calculation gives -10.347 eV.

***

No. 6
CH2BrNO | the ωB97M-V functional and the def2-TZVPD basis

Geometry as ORCA input:
```
! RIJCOSX wB97M-V def2-TZVPD def2/J DEFGRID3
* xyz 0 1
N 0.712 0.281 0.065
C -0.416 -0.403 0.032
O -0.608 -1.686 -0.053
Br -1.982 0.727 -0.036
H 1.599 -0.199 0.065
H 0.695 1.280 -0.074
*
```

For the energy relative to the best compared isomer or geometry (same formula, charge and spin), the calculation gives 0.0 kcal per mole. The total energy is -74649.611 eV. The lowest unoccupied orbital energy comes out at 0.0221 hartree. For the highest occupied orbital energy, the calculation gives -10.244 eV.

***

No. 7
CH2BrNO3S | the ωB97M-V functional and the def2-TZVPD basis

Geometry as ORCA input:
```
! RIJCOSX wB97M-V def2-TZVPD def2/J DEFGRID3
* xyz 0 1
N 1.511 -0.035 0.292
S 0.061 -0.815 -0.070
O -0.327 -1.644 1.031
O 0.242 -1.401 -1.348
C -1.153 0.723 -0.374
O -0.824 1.705 -0.876
Br -2.845 0.475 0.368
H 1.176 0.344 1.167
H 2.160 0.648 -0.189
*
```

For the energy relative to the best compared isomer or geometry (same formula, charge and spin), the calculation gives 42.6 kcal per mole. The total energy is -89577.934 eV. The lowest unoccupied orbital energy comes out at -0.0098 hartree. For the highest occupied orbital energy, the calculation gives -10.634 eV.

***

No. 8
CH2BrNO4 | the ωB97M-V functional and the def2-TZVPD basis

Geometry as ORCA input:
```
! RIJCOSX wB97M-V def2-TZVPD def2/J DEFGRID3
* xyz 0 1
C -0.235 0.297 0.413
N 0.206 0.064 -1.014
O -0.521 -0.876 -1.527
O 0.948 0.840 -1.565
O -1.188 -0.455 0.666
O 0.288 1.310 0.964
Br 1.846 -1.616 0.832
H -1.165 -1.077 -0.634
H -0.179 1.512 1.866
*
```

For the energy relative to the best compared isomer or geometry (same formula, charge and spin), the calculation gives 66.2 kcal per mole. The total energy is -80787.165 eV. The lowest unoccupied orbital energy (alpha / beta) comes out at -0.0845 / -0.1084 hartree. For the highest occupied orbital energy (alpha / beta), the calculation gives -9.200 / -8.840 eV.

***

Which of these has the lowest energy relative to the best compared isomer or geometry (same formula, charge and spin)?
CH2BrNO

***

Copy entry 5 word for word.
CH2BrClO | the ωB97M-V functional and the def2-TZVPD basis

Geometry as ORCA input:
```
! RIJCOSX wB97M-V def2-TZVPD def2/J DEFGRID3
* xyz 0 1
O 0.941 0.703 0.206
C -0.233 0.134 0.161
Cl -0.148 -1.963 0.737
Br -1.155 0.143 -1.498
H 1.472 0.574 -0.596
H -0.878 0.408 0.990
*
```

For the energy relative to the best compared isomer or geometry (same formula, charge and spin), the calculation gives 6.7 kcal per mole. The total energy is -85681.001 eV. The lowest unoccupied orbital energy comes out at -0.0031 hartree. For the highest occupied orbital energy, the calculation gives -10.347 eV.

***

Which of these has the lowest energy relative to the best compared isomer or geometry (same formula, charge and spin)?
CH2BrNO

***

Which of these has the lowest energy relative to the best compared isomer or geometry (same formula, charge and spin)?
CH2BrNO